Record 1
Density functional theory data (the ωB97M-V functional and the def2-TZVPD basis) for C3H5N3S in the gas phase at a distorted geometry.

Computed properties:
calculated total energy = -679.68291 Ha
Kohn-Sham gap = 8.076 eV
LUMO energy = -1.287 eV
energy above the lowest of the compared OMol25 structures with the same formula, charge and spin = 268.60 kJ/mol
SMILES = [H]/N=C/N/C(C=S)=N/[H]
highest occupied orbital energy = -9.363 eV

Geometry as XYZ:
```
12
Properties=species:S:1:pos:R:3:forces:R:3
H -3.0793 -0.7011 0.5987 0.97 1.85 -1.50
N -2.3165 -0.0324 0.1577 0.57 -4.81 1.45
C -1.3888 -0.9719 -0.0225 -0.79 4.27 0.02
N -0.0232 -0.7463 -0.2090 -0.19 -4.78 -1.52
C 0.5293 0.4486 -0.2117 -1.63 4.93 1.51
C 1.9666 0.6272 0.1038 0.79 0.53 -0.52
S 3.1403 -0.4897 0.0359 -0.70 0.38 0.10
N -0.3073 1.5107 -0.1596 2.50 -2.94 -0.90
H 0.2982 2.2981 -0.0658 0.45 1.03 0.28
H -1.5487 -1.9901 -0.0889 -0.76 -2.17 0.34
H 0.5286 -1.6521 -0.4912 -1.06 2.81 0.95
H 2.2008 1.6989 0.3527 -0.14 -1.08 -0.21
```
Forces are in eV/Å.



Record 2
Density functional theory data (the ωB97M-V functional and the def2-TZVPD basis) for a molecular structure, C38H46BrClN5O11P2STa at a distorted geometry.

Computed properties:
calculated total energy = -6749.72410 Ha
Kohn-Sham gap = 6.735 eV
LUMO energy = -0.887 eV
energy above the lowest of the compared OMol25 structures with the same formula, charge and spin = 144.23 kJ/mol
highest occupied orbital energy = -7.622 eV

Geometry as XYZ:
```
106
Properties=species:S:1:pos:R:3:forces:R:3
Ta 0.5282 1.3199 0.0346 0.07 -2.20 0.08
O 1.5704 4.1414 3.1521 0.05 0.08 -0.08
P 0.3765 3.5212 2.3368 0.15 0.05 0.08
O -0.8781 3.5605 3.0764 0.05 -0.05 0.19
O 0.8573 2.1273 1.8091 -0.39 0.51 0.04
O 0.3489 4.4177 0.9883 -0.18 0.14 0.08
P -0.8038 4.2396 -0.1298 0.02 -0.01 0.12
O -0.0473 4.7408 -1.4171 0.02 0.03 -0.02
O -2.0697 4.9135 0.1444 -0.05 -0.06 -0.01
O -0.8855 2.6738 -0.2359 0.16 0.69 -0.12
H 2.4212 4.1140 2.6931 0.00 -0.04 0.02
H -0.5008 5.4900 -1.8213 0.00 0.00 -0.01
Br 2.7394 -1.9690 -3.3522 0.09 -0.06 0.06
C 2.9698 -0.1104 -3.6486 -0.01 0.04 0.00
C 3.4012 0.3169 -4.9004 0.00 -0.01 -0.01
C 3.5877 1.6742 -5.0819 -0.01 0.00 0.00
C 3.3446 2.5389 -4.0242 0.01 -0.03 0.01
C 2.8993 1.9917 -2.8356 0.09 0.02 -0.03
N 2.7088 0.6879 -2.6430 0.15 -0.03 0.02
C 2.6240 2.9137 -1.6851 -0.05 0.13 0.05
O 2.9984 4.0465 -1.6471 -0.02 0.01 0.00
O 1.9529 2.3516 -0.6545 0.06 0.00 -0.23
H 3.5815 -0.3971 -5.6900 0.00 0.00 0.00
H 3.9213 2.0538 -6.0385 0.00 0.00 0.00
H 3.4806 3.6071 -4.1033 0.00 0.00 0.00
C -1.2452 -2.4693 4.3444 0.04 0.01 0.00
C -0.5873 -3.0086 3.0695 -0.01 0.02 0.02
C 0.4473 -4.0820 3.4153 0.01 0.01 0.01
C -1.6261 -3.5291 2.0888 -0.01 0.01 0.03
C -2.5599 -4.4534 2.5518 0.02 0.01 0.01
C -3.5665 -4.9305 1.7368 -0.01 0.00 -0.01
C -3.6457 -4.4759 0.4303 0.02 -0.02 0.02
C -2.7340 -3.5620 -0.0815 0.02 0.01 0.00
C -2.8740 -3.1577 -1.5330 -0.01 0.01 -0.01
C -3.1533 -1.6632 -1.6976 0.02 -0.01 -0.01
C -1.6814 -3.6293 -2.3681 0.00 0.02 0.00
C -1.7035 -3.0943 0.7526 -0.02 -0.01 -0.03
N -0.7732 -2.1153 0.3192 0.06 0.01 -0.05
C 0.4457 -2.4577 0.2681 -0.03 0.00 0.06
C 1.6546 -1.6565 0.3102 0.02 -0.05 -0.13
C 2.8219 -2.3696 0.4044 0.01 0.01 -0.04
C 3.8402 -1.4740 0.7244 0.02 0.00 -0.02
C 3.2916 -0.2183 0.8437 0.06 0.03 -0.14
N 1.9100 -0.2836 0.5389 -0.11 0.25 0.19
C 4.2526 0.9268 1.2443 -0.03 0.03 0.06
C 3.6647 2.1930 1.8695 0.02 -0.03 0.00
C 5.2074 0.3705 2.3301 -0.03 -0.01 -0.03
C 5.1237 1.3248 0.0440 0.01 -0.01 -0.02
H -0.5232 -1.8873 4.9229 0.00 -0.02 0.01
H -1.6047 -3.2760 4.9868 -0.03 0.01 -0.01
H -2.0966 -1.8316 4.0991 0.00 0.00 -0.01
H -0.0617 -2.1723 2.6123 -0.03 0.02 -0.02
H -0.0294 -4.9406 3.8942 0.00 0.00 -0.01
H 1.1986 -3.6857 4.1020 0.00 0.00 0.00
H 0.9605 -4.4419 2.5223 0.00 0.01 0.00
H -2.4953 -4.7982 3.5772 0.00 0.00 0.00
H -4.2853 -5.6471 2.1129 0.00 0.00 0.00
H -4.4313 -4.8433 -0.2202 0.00 0.00 0.00
H -3.7504 -3.6963 -1.9061 -0.01 0.01 0.01
H -2.3256 -1.0690 -1.3126 0.02 0.03 -0.01
H -4.0567 -1.3829 -1.1522 0.01 0.00 0.00
H -3.3010 -1.4180 -2.7524 0.01 0.01 -0.02
H -1.4577 -4.6779 -2.1623 0.00 0.00 -0.01
H -0.7915 -3.0401 -2.1484 0.02 0.01 0.00
H -1.9043 -3.5322 -3.4319 0.01 0.04 -0.04
H 0.7056 -3.5232 0.3155 -0.01 -0.01 -0.02
H 2.9004 -3.4399 0.2953 0.00 0.00 0.00
H 4.8726 -1.7316 0.8786 0.01 0.02 0.01
H 3.0358 1.9448 2.7223 0.03 0.00 0.01
H 3.1029 2.7887 1.1552 0.01 -0.02 0.01
H 4.4977 2.8046 2.2244 0.03 0.00 -0.01
H 4.6501 -0.0788 3.1527 -0.01 0.01 0.00
H 5.8107 1.1887 2.7266 0.01 0.00 -0.01
H 5.8986 -0.3721 1.9374 -0.02 -0.03 0.00
H 4.5558 1.8399 -0.7271 0.00 -0.03 0.01
H 5.5809 0.4446 -0.4090 0.01 0.00 0.00
H 5.9180 1.9987 0.3752 0.00 0.01 -0.01
Cl -2.8941 -1.1549 -7.5662 0.00 0.00 -0.01
C -2.1319 -0.5623 -6.1230 0.00 0.02 0.00
C -1.2282 -1.3695 -5.4529 -0.01 -0.02 0.02
C -0.6381 -0.8987 -4.2906 -0.08 -0.11 0.08
C -0.9294 0.3758 -3.8297 0.13 -0.19 0.00
C -1.8167 1.1868 -4.5284 0.02 0.02 -0.02
C -2.4397 0.7122 -5.6689 0.00 -0.01 -0.01
C -0.2424 0.9339 -2.6385 -0.22 0.29 -0.02
O 0.1717 2.0836 -2.6502 -0.24 0.05 -0.09
O -0.1258 0.1878 -1.5584 0.14 0.32 0.35
H -1.0005 -2.3567 -5.8304 0.00 0.00 0.00
H 0.0548 -1.5234 -3.7422 -0.08 0.03 -0.02
H -2.0180 2.1874 -4.1697 0.00 0.00 0.00
H -3.1489 1.3215 -6.2113 0.00 0.00 0.00
S -1.4683 0.1639 1.4229 0.06 -0.09 -0.26
C -2.3981 1.3652 2.2766 -0.12 0.13 -0.02
N -3.0650 2.3205 1.6528 0.09 0.02 0.01
C -3.8049 3.3675 2.3533 -0.07 0.00 -0.04
C -4.3939 2.7799 3.6247 0.01 -0.02 -0.03
C -3.2901 2.1197 4.4342 -0.03 -0.01 -0.03
N -2.5886 1.1696 3.5792 0.14 0.06 0.00
H -2.8148 2.4733 0.6879 -0.08 -0.02 0.02
H -4.5869 3.7251 1.6853 0.01 -0.01 0.00
H -3.1289 4.1960 2.5653 -0.02 -0.03 0.01
H -5.1520 2.0366 3.3676 -0.01 0.01 0.02
H -4.8727 3.5619 4.2124 0.02 0.01 0.00
H -3.6949 1.5775 5.2883 -0.01 -0.01 -0.02
H -2.5787 2.8658 4.7895 0.01 0.04 0.03
H -1.9855 0.4799 3.9972 0.00 -0.02 0.00
```
Forces are in eV/Å.



highest occupied orbital energy of number 2 (C38H46BrClN5O11P2STa)?
-7.622 eV



What is the LUMO energy in the first record?
-1.287 eV



energy above the lowest of the compared OMol25 structures with the same formula, charge and spin of number 1 (C3H5N3S)?
268.60 kJ/mol